(1)
ORCA calculation (ωB97M-V/def2-TZVPD) on C30H22BrF12MnNO5 as an isolated structure.

Geometry as XYZ:
```
72
Properties=species:S:1:pos:R:3:mulliken_charge:R:1
Mn 0.0196 -0.4083 0.4308 1.9610
C 6.1642 -1.6788 -2.4416 -1.7064
C 4.9411 -1.0086 -1.8776 0.6945
C 5.0291 -0.0689 -0.8512 -0.9645
C 3.8955 0.5292 -0.3588 -0.0565
C 2.5989 0.2532 -0.8513 0.0916
N 1.5097 0.9234 -0.3322 0.5032
C 1.5968 2.2573 -0.0604 -0.2429
C 2.4902 3.0629 -0.8190 -0.1817
C 2.6788 4.4083 -0.6138 -1.2400
C 1.9661 5.0809 0.3725 0.2978
C 2.1412 6.5520 0.6312 -1.5499
C 1.0345 4.3310 1.0735 -0.6308
C 0.7935 2.9690 0.8876 -0.8368
C -0.3952 2.3687 1.6936 1.8321
O -0.5696 1.0426 1.7042 -1.1226
C -0.2869 2.7780 3.2152 0.4567
F 0.9584 2.5950 3.6752 -0.2797
F -1.0957 2.0344 3.9830 -0.2546
F -0.6160 4.0672 3.5239 -0.2956
C -1.7096 3.0009 1.1095 0.5746
F -1.8642 2.6381 -0.1667 -0.2139
F -2.8048 2.5729 1.7790 -0.3168
F -1.7938 4.3559 1.1236 -0.3050
C 2.4949 -0.7825 -1.8176 -0.9400
C 3.6727 -1.3438 -2.3177 -0.6076
C 1.1064 -1.3049 -2.2791 1.7426
O 0.2255 -1.5284 -1.2878 -1.0453
C 0.5293 -0.3015 -3.3354 0.6310
F 1.4370 0.0565 -4.2799 -0.3320
F -0.5222 -0.8158 -4.0198 -0.3167
F 0.0955 0.8252 -2.7776 -0.1187
C 1.2224 -2.6917 -3.0062 0.1362
F 0.0183 -3.2464 -3.2139 -0.2615
F 1.9090 -3.5817 -2.2715 -0.2269
F 1.8136 -2.6663 -4.2348 -0.3028
H 6.9693 -0.9611 -2.6233 0.3648
H 5.9375 -2.1694 -3.3902 0.3795
H 6.5616 -2.4441 -1.7671 0.2894
H 5.9954 0.1907 -0.4275 0.3320
H 3.9759 1.2481 0.4457 0.5962
H 3.0488 2.5766 -1.6073 0.4933
H 3.3869 4.9468 -1.2392 0.2634
H 3.0132 6.9379 0.0980 0.3687
H 2.2855 6.7653 1.6937 0.3373
H 1.2744 7.1347 0.3027 0.2743
H 0.4432 4.8562 1.8099 0.5004
H 3.6127 -2.0869 -3.0990 0.3527
C -2.7105 -2.3949 0.4341 -1.0060
C -3.0850 -1.0471 -0.1085 0.9395
C -4.5454 -0.7089 -0.3002 -1.5358
O -2.2479 -0.2203 -0.3857 -0.4138
H -3.5695 -3.0527 0.5588 0.4435
H -2.1862 -2.2726 1.3843 0.1630
H -1.9793 -2.8357 -0.2485 0.2207
H -5.1567 -1.5867 -0.5047 0.4427
H -4.6421 0.0308 -1.0918 0.3280
H -4.8927 -0.2559 0.6329 0.2910
Br 2.1742 -5.8806 7.1984 -0.2640
C 1.8393 -4.6836 5.7449 0.2482
C 0.7404 -4.9062 4.9322 -0.5515
C 0.5028 -4.0295 3.8835 -0.2380
C 1.3529 -2.9555 3.6491 -0.1515
C 2.4520 -2.7602 4.4796 -0.1736
C 2.7035 -3.6205 5.5377 -0.5921
C 1.0969 -1.9779 2.4972 0.6245
O 1.9466 -1.1110 2.2841 -0.6391
O 0.0136 -2.1603 1.8651 -0.9065
H 0.0823 -5.7447 5.1171 0.3957
H -0.3476 -4.1606 3.2280 0.4031
H 3.0974 -1.9176 4.2695 0.4554
H 3.5522 -3.4670 6.1904 0.3925
```

Values from the calculation:
**2S+1**: 6
**Total charge**: -2
**HOMO (spin up / spin down)**: -1.0168 / -1.0964 eV
**Gap between HOMO and LUMO (spin up / spin down)**: 4.630 / 4.709 eV
**LUMO (spin up / spin down)**: 3.6 / 3.6 eV



(2)
ORCA calculation (ωB97M-V/def2-TZVPD) on C30H22BrF5N5O2SSeTi as an isolated structure.

Geometry as XYZ:
```
68
Properties=species:S:1:pos:R:3:mulliken_charge:R:1
Ti -0.2863 -0.4287 -0.5504 0.3473
O 0.9634 -0.6398 -2.0326 -0.0560
C 2.2581 -0.7974 -2.1232 0.2374
C 2.8401 -1.0135 -3.3880 -0.5521
C 4.1880 -1.2521 -3.5286 -0.6217
C 5.0323 -1.2669 -2.4163 -0.6656
C 4.4998 -0.9973 -1.1765 -0.7240
C 3.1269 -0.7574 -1.0001 0.7505
C 2.6791 -0.3120 0.2807 -0.7764
N 1.4632 -0.0266 0.5771 0.8283
N 1.2639 0.5906 1.7884 -1.0213
C 0.1156 1.2000 1.7426 -0.0643
O -0.6436 1.1717 0.6827 -0.1281
C -0.3537 1.9531 2.9270 0.7211
C -1.5672 2.6320 2.8727 -0.3769
C -2.0462 3.2944 3.9941 -0.7901
C -1.3193 3.2780 5.1755 -0.4530
C -0.1049 2.6034 5.2329 -0.7092
C 0.3783 1.9454 4.1141 -0.1989
H 2.1823 -0.9995 -4.2487 0.5024
H 4.5977 -1.4256 -4.5173 0.4197
H 6.0925 -1.4506 -2.5338 0.4156
H 5.1473 -0.9466 -0.3068 0.3855
H 3.4330 -0.1246 1.0431 0.3184
H -2.1372 2.6117 1.9526 0.5257
H -2.9988 3.8088 3.9504 0.4492
H -1.7023 3.7818 6.0552 0.3936
H 0.4582 2.5816 6.1577 0.3852
H 1.3133 1.4012 4.1481 0.4902
C -2.1595 4.7509 -2.1002 -1.3656
C -2.2613 3.2954 -2.4703 0.4841
C -3.1949 2.8287 -3.3851 -0.4277
C -3.2656 1.4758 -3.6755 -0.7932
C -2.3867 0.6391 -3.0215 0.0699
Br -2.4718 -1.2289 -3.3640 -0.1051
N -1.4852 1.0486 -2.1485 0.5440
C -1.4318 2.3558 -1.8783 -0.7289
H -2.8630 5.3518 -2.6739 0.3717
H -1.1547 5.1329 -2.2857 0.3458
H -2.3751 4.8924 -1.0392 0.2803
H -3.8743 3.5204 -3.8698 0.3707
H -3.9863 1.0796 -4.3753 0.4451
H -0.7053 2.6467 -1.1315 0.6393
C 3.1455 -4.4521 -0.6701 -0.9219
N 2.2574 -4.1999 -1.7921 0.2982
C 2.5391 -4.4912 -3.1200 -0.2225
C 1.5217 -4.0135 -3.8585 -0.7812
N 0.6276 -3.4470 -2.9707 0.3925
C 1.0675 -3.5619 -1.7010 -0.0344
S 0.2520 -3.0906 -0.2903 -0.4338
H 3.5988 -5.4351 -0.7784 0.3703
H 2.5619 -4.4154 0.2443 0.3179
H 3.9233 -3.6897 -0.6316 0.2875
H 3.4434 -4.9953 -3.4129 0.4886
H 1.3607 -4.0201 -4.9221 0.4018
H -0.2049 -2.9213 -3.1955 0.0745
F -2.4956 0.2005 5.9951 -0.3985
C -2.5542 -0.1227 4.7005 0.7617
C -3.6116 0.3018 3.9198 0.2855
F -4.5787 1.0506 4.4650 -0.3977
C -3.6551 -0.0245 2.5787 0.2370
F -4.6895 0.4321 1.8626 -0.3933
C -2.6662 -0.7880 1.9659 0.0456
Se -2.7937 -1.2360 0.1242 -0.1320
C -1.6232 -1.2016 2.7818 0.4570
F -0.6202 -1.9337 2.2660 -0.3358
C -1.5526 -0.8750 4.1230 -0.1164
F -0.5115 -1.2749 4.8624 -0.4134
```

Values from the calculation:
**2S+1**: 2
**Total charge**: 0
**HOMO (spin up / spin down)**: -6.9944 / -7.1420 eV
**Gap between HOMO and LUMO (spin up / spin down)**: 6.834 / 6.992 eV
**LUMO (spin up / spin down)**: -0.2 / -0.2 eV



(3)
ORCA calculation (ωB97M-V/def2-TZVPD) on C30H22FIrN2OS as an isolated structure.

Geometry as XYZ:
```
58
Properties=species:S:1:pos:R:3:mulliken_charge:R:1
Ir 0.5715 -0.5762 0.8821 1.1682
C -0.2584 0.2670 5.1766 -0.8278
C -0.3323 -0.2717 3.8894 -0.1459
N 0.4191 0.1871 2.8989 -0.3584
C 1.2807 1.1998 3.1267 0.8277
C 1.4183 1.8000 4.3751 0.6722
C 0.6172 1.2982 5.4199 -0.5220
C 2.3609 2.8709 4.5324 -0.8878
C 3.1136 3.2853 3.4903 -0.8925
C 2.9907 2.6669 2.1996 0.8003
C 3.7656 3.0372 1.0834 -0.5992
C 3.5970 2.3863 -0.1132 -0.8406
C 2.6538 1.3613 -0.2052 -0.1799
N 1.9126 1.0036 0.8310 -0.3281
C 2.0710 1.6337 2.0266 0.0641
H -0.8870 -0.1355 5.9575 0.4357
H -1.0167 -1.0771 3.6568 0.5331
H 0.7025 1.7282 6.4101 0.4801
H 2.4604 3.3328 5.5059 0.4503
H 3.8308 4.0864 3.6104 0.4448
H 4.4962 3.8304 1.1820 0.4766
H 4.1811 2.6453 -0.9840 0.4376
H 2.4915 0.8280 -1.1323 0.5356
F 2.7990 -6.1177 0.0649 -0.2815
C 2.3483 -4.8820 0.2410 0.3074
C 2.0980 -4.4400 1.5298 -0.8003
C 1.6359 -3.1466 1.7038 0.1312
C 1.4084 -2.3361 0.5929 0.2485
C 1.6844 -2.7928 -0.6945 -0.2122
C 2.1526 -4.0794 -0.8763 -0.7291
H 2.2665 -5.1022 2.3676 0.4603
H 1.4436 -2.7850 2.7073 0.4016
H 1.5220 -2.1631 -1.5631 0.3495
H 2.3694 -4.4710 -1.8605 0.4790
O -0.9675 -0.0129 -0.4786 -0.7617
S -0.9837 0.5370 -1.9316 0.0649
C -1.4833 -0.8513 -2.9281 0.6984
C -1.9229 -2.0257 -2.3406 -0.0710
C -2.3161 -3.0681 -3.1689 -0.7208
C -2.2564 -2.9249 -4.5483 -0.5223
C -1.7991 -1.7427 -5.1181 -0.5583
C -1.3998 -0.6945 -4.3052 -0.5767
C -2.4425 1.5411 -1.9910 0.6178
C -2.4108 2.6450 -2.8297 -0.2227
C -3.5491 3.4327 -2.9303 -0.6434
C -4.6757 3.1160 -2.1850 -0.4576
C -4.6813 2.0101 -1.3402 -0.7471
C -3.5581 1.2078 -1.2362 -0.3717
H -1.9626 -2.1245 -1.2642 0.4512
H -2.6733 -3.9922 -2.7350 0.4315
H -2.5621 -3.7441 -5.1849 0.4209
H -1.7469 -1.6405 -6.1932 0.4180
H -1.0331 0.2316 -4.7329 0.3996
H -1.5180 2.8868 -3.3936 0.4388
H -3.5508 4.2937 -3.5842 0.4211
H -5.5580 3.7374 -2.2575 0.4128
H -5.5671 1.7681 -0.7690 0.4135
H -3.5501 0.3423 -0.5868 0.3659
```

Values from the calculation:
**Total charge**: +2
**HOMO (spin up / spin down)**: -14.1839 / -13.9660 eV
**Gap between HOMO and LUMO (spin up / spin down)**: 6.807 / 6.704 eV
**LUMO (spin up / spin down)**: -7.4 / -7.3 eV



(4)
ORCA calculation (ωB97M-V/def2-TZVPD) on C30H22N5O9PbS2 as an isolated structure.

Geometry as XYZ:
```
69
Properties=species:S:1:pos:R:3:mulliken_charge:R:1
Pb -0.1366 -0.0587 -0.1830 1.5401
C 10.2192 -0.2675 9.0965 -0.8469
O 8.8218 -0.2432 9.3360 -0.4567
C 7.9895 -0.2070 8.2877 0.9882
C 8.4012 -0.1864 6.9549 -0.6574
C 7.4592 -0.1499 5.9441 -0.7906
C 6.0953 -0.1325 6.2297 0.3856
C 5.6931 -0.1531 7.5717 -0.5092
C 6.6207 -0.1893 8.5827 -0.6319
C 5.0850 -0.0904 5.1865 0.3004
N 3.7839 -0.0820 5.3944 -0.8497
C 3.2090 -0.0337 4.1651 0.8347
C 4.1773 -0.0110 3.1695 0.0135
N 5.3667 -0.0481 3.8427 -0.1279
C 3.8726 0.0479 1.7850 -0.3869
C 4.8064 0.0724 0.7332 -0.4499
C 4.3770 0.1683 -0.5664 -1.2511
C 3.0073 0.2295 -0.8242 -0.1256
N 2.1312 0.1778 0.1586 0.2498
C 2.5056 0.0852 1.4442 0.7127
C 1.4857 0.0278 2.4670 0.6108
N 0.1956 0.0151 2.0907 0.1214
C -0.7896 -0.0157 2.9694 -0.2998
C -0.5254 -0.0487 4.3408 -1.1528
C 0.7802 -0.0542 4.7684 -0.4373
C 1.8236 -0.0169 3.8294 -0.1690
H 10.6899 -0.3005 10.0736 0.2444
H 10.5477 0.6303 8.5679 0.3453
H 10.5088 -1.1530 8.5260 0.3456
H 9.4523 -0.1990 6.7043 0.3983
H 7.8136 -0.1370 4.9200 0.2165
H 4.6344 -0.1395 7.7904 0.4953
H 6.3176 -0.2048 9.6209 0.4276
H 6.2842 -0.0303 3.4350 0.1882
H 5.8648 0.0172 0.9528 0.4713
H 5.0746 0.1902 -1.3904 0.4543
H 2.6108 0.3315 -1.8257 0.5583
H -1.7947 -0.0213 2.5661 0.6598
H -1.3476 -0.0801 5.0405 0.4611
H 1.0381 -0.0865 5.8190 0.6275
O -4.0709 -0.4002 -1.3109 -0.6016
S -2.8041 0.2243 -1.1538 1.5537
O -1.6868 -0.4051 -1.9051 -0.6297
O -2.3085 0.3221 0.2691 -0.4577
C -2.9711 1.9389 -1.6446 -0.0891
C -4.2733 2.3284 -1.9279 -0.6446
C -4.5679 3.6586 -2.1847 -0.6220
C -3.5562 4.6036 -2.1806 -0.6069
C -2.2492 4.2198 -1.9255 -0.6808
C -1.9499 2.8932 -1.6439 -0.2886
S -0.2429 2.6252 -1.1770 1.8155
O 0.3015 1.4138 -1.8837 -0.6062
O 0.4854 3.8152 -1.4727 -0.6624
O -0.2602 2.2383 0.2626 -0.6380
H -5.0393 1.5669 -1.9354 0.6037
H -5.5898 3.9502 -2.3838 0.4117
H -3.7788 5.6446 -2.3703 0.4115
H -1.4388 4.9340 -1.9415 0.5841
O -2.2254 -2.5387 0.4543 -0.5048
C -1.1508 -3.0027 0.1828 0.2923
C -0.7861 -4.4776 0.0830 -0.4908
C 0.7248 -4.4963 -0.1676 -0.5012
C 1.1332 -3.0316 -0.2413 0.2667
O 2.2503 -2.6061 -0.4229 -0.5575
N -0.0010 -2.2682 -0.0680 -0.0655
H -1.3628 -4.9104 -0.7339 0.2930
H -1.0860 -4.9836 0.9984 0.2951
H 1.0023 -4.9723 -1.1074 0.3067
H 1.2932 -4.9836 0.6230 0.3054
```

Values from the calculation:
**Total charge**: +1
**HOMO**: -10.3474 eV
**Gap between HOMO and LUMO**: 5.490 eV
**LUMO**: -4.9 eV



So what do the calculations give for energy above the lowest of the compared OMol25 structures with the same formula, charge and spin? Going down the list: 42.6; 36.4; 186.8; 41.7 kJ/mol.
So what do the calculations give for largest force on an atom? Going down the list: 0.33; 0.74; 2.01; 1.49 eV/Å.